This record from the OMol25 dataset describes a 2-piece molecular cluster, C27H28N4O2 overall at a distorted geometry. The level of theory is ωB97M-V/def2-TZVPD.

```
! RIJCOSX wB97M-V def2-TZVPD def2/J DEFGRID3
* xyz 0 1
C 0.156 0.162 4.026
N 1.104 1.137 3.906
O 2.344 0.838 3.928
O 0.762 2.350 3.744
C -1.246 0.417 3.994
C -1.777 1.719 3.808
C -3.146 1.937 3.855
C -4.035 0.876 4.079
C -5.443 1.136 4.188
N -6.587 1.368 4.285
C -3.534 -0.432 4.210
C -2.169 -0.662 4.166
H 0.546 -0.840 4.194
H -1.083 2.539 3.653
H -3.527 2.951 3.729
H -4.228 -1.261 4.355
H -1.749 -1.666 4.274
C 7.223 -0.638 1.146
N 6.673 0.537 0.487
C 7.549 1.091 -0.533
C 5.283 0.703 0.395
C 4.603 1.599 1.262
C 3.239 1.745 1.179
C 2.468 1.014 0.233
C 1.055 1.184 0.174
C 0.233 0.526 -0.736
C -1.142 0.713 -0.813
C -1.992 0.040 -1.740
C -3.389 0.310 -1.759
C -4.233 -0.328 -2.641
C -3.719 -1.281 -3.561
N -4.575 -1.949 -4.450
C -4.626 -1.577 -5.855
C -4.979 -3.322 -4.194
C -2.333 -1.558 -3.560
C -1.492 -0.915 -2.672
C 3.164 0.121 -0.631
C 4.536 -0.033 -0.553
H 6.466 -1.078 1.806
H 7.552 -1.397 0.415
H 8.096 -0.345 1.745
H 7.030 1.895 -1.068
H 8.450 1.502 -0.055
H 7.870 0.323 -1.257
H 5.183 2.162 1.995
H 2.722 2.432 1.844
H 0.591 1.893 0.862
H 0.694 -0.173 -1.435
H -1.595 1.427 -0.119
H -3.781 1.041 -1.051
H -5.306 -0.121 -2.655
H -4.178 -0.586 -5.991
H -4.092 -2.308 -6.486
H -5.673 -1.545 -6.190
H -4.778 -3.574 -3.146
H -6.055 -3.434 -4.390
H -4.440 -4.029 -4.847
H -1.940 -2.291 -4.270
H -0.430 -1.154 -2.694
H 2.616 -0.464 -1.367
H 5.058 -0.728 -1.215
*
```

For the HOMO energy, the calculation gives -6.4 eV. The total energy comes out at -1414.9142 Eh. The value obtained for the HOMO-LUMO gap is 0.122 Ha. The molecular weight comes out at 440.5 g/mol. The energy above the lowest of the compared OMol25 structures with the same formula, charge and spin comes out at 178.76 kcal/mol. For the LUMO energy, the calculation gives -0.11209 Ha.